--- A ---
Here is an isolated ion of composition C5H6NO and charge +1 from OMol25. Energies are from the ωB97M-V functional and the def2-TZVPD basis.

Results
SMILES: C=C(C=O)[N+]1=CC1
Frontier orbital gap in eV: 8.680
HOMO energy in eV: -14.7
Spin multiplicity: 1
Charge: +1

Each line ends with the Löwdin charge.
CARTESIAN COORDINATES (ANGSTROEM)
C -1.548 -0.734 -0.974  0.181
C -1.290 0.712 -1.141  0.022
C 1.090 -1.380 1.137  0.172
C 1.087 1.146 0.507  -0.118
C 0.587 -0.354 0.490  -0.227
N -0.523 -0.300 -0.335  0.039
O 0.425 2.201 0.439  0.056
H -2.074 -1.647 -1.073  0.146
H -0.795 1.272 -2.090  0.191
H -1.806 1.397 -0.424  0.130
H 0.508 -2.335 1.140  0.117
H 2.115 -1.252 1.630  0.136
H 2.224 1.275 0.695  0.157

=====

--- B ---
Here is an isolated ion of composition C5H6NO and charge +1 from OMol25. Energies are from the ωB97M-V functional and the def2-TZVPD basis.

Results
SMILES: C=C[N+](=C)C=C=O
Frontier orbital gap (alpha / beta) in eV: 8.149 / 8.148
HOMO energy (alpha / beta) in eV: -14.1 / -14.1
Spin multiplicity: 1
Charge: +1

Each line ends with the Löwdin charge.
CARTESIAN COORDINATES (ANGSTROEM)
C 2.645 -1.343 -1.378  -0.050
C 1.685 -0.373 -1.369  -0.053
C 1.280 -0.523 0.881  0.240
C -1.468 0.466 0.318  0.118
C -0.524 0.101 -0.553  -0.120
N 0.810 -0.236 -0.337  -0.114
O 3.283 -2.310 -1.438  0.285
H 1.622 0.136 -2.280  0.133
H 0.535 -0.363 1.640  0.105
H 2.266 -0.989 0.907  0.130
H -1.332 0.456 1.474  0.119
H -2.442 0.746 -0.093  0.094
H -0.843 0.054 -1.543  0.114

=====

Which structure wins on stability? B wins.